Record 1
Here is C4H3LiO3 as an isolated structure from the OMol25 dataset. Energies are from the ωB97M-V functional and the def2-TZVPD basis.

Element x y z (Å)
C -0.087 1.635 -0.446
O -0.318 2.724 -1.004
O -0.075 0.595 -1.348
C -0.103 -0.694 -0.895
O 1.426 -1.343 2.116
C 2.177 -0.772 1.489
C -0.946 -1.203 0.011
Li -0.068 3.246 0.796
H 0.598 -1.321 -1.450
H -1.679 -0.590 0.534
H -0.924 -2.277 0.198

net charge = 0
relative energy (zero: lowest compared OMol25 entry of this formula, charge and spin) = 0.00 kcal/mol
M = 106.01 g/mol

=====

Record 2
Here is C9H8AuClF5O4Te as an isolated structure from the OMol25 dataset. Energies are from the ωB97M-V functional and the def2-TZVPD basis.

Element x y z (Å)
Au 2.106 0.227 -0.153
F 4.572 -1.293 3.028
Te 4.105 0.044 1.707
F 4.410 1.777 0.814
F 3.381 1.128 3.121
F 5.237 -0.838 0.421
F 5.817 0.653 2.388
O 2.604 -0.894 1.396
C -1.916 0.046 -2.329
C -2.101 -0.478 -0.933
C -3.057 -1.473 -0.738
C -3.173 -2.146 0.463
Cl -4.416 -3.334 0.658
C -2.297 -1.889 1.503
C -1.389 -0.865 1.346
C -1.313 -0.114 0.168
O -0.412 0.911 0.259
C -0.445 2.034 -0.601
C 0.454 1.923 -1.868
O 0.084 2.488 -2.878
O 1.549 1.275 -1.759
H -2.450 -0.593 -3.030
H -0.861 0.035 -2.593
H -2.274 1.063 -2.472
H -3.706 -1.745 -1.558
H -2.326 -2.469 2.413
H -0.691 -0.622 2.130
H -0.028 2.860 -0.012
H -1.465 2.289 -0.889

net charge = -1
relative energy (zero: lowest compared OMol25 entry of this formula, charge and spin) = 33.30 kcal/mol
M = 635.17 g/mol

=====

Record 3
Here is the molecule C4H4ClFO from the OMol25 dataset. Energies are from the ωB97M-V functional and the def2-TZVPD basis.

Element x y z (Å)
C 0.674 0.786 1.510
C -0.206 0.086 0.833
C -1.275 -0.557 -1.232
C -1.020 -1.831 -1.232
H 0.524 0.490 2.656
H -0.945 -0.614 1.429
H -1.999 0.024 -1.853
H -0.278 -2.157 -0.530
O -0.388 0.362 -0.441
F -1.773 -2.770 -1.801
Cl 1.925 1.964 1.104

net charge = 0
relative energy (zero: lowest compared OMol25 entry of this formula, charge and spin) = 49.19 kcal/mol
M = 122.53 g/mol
structure (SMILES) = F/C=C/O/C=C\Cl

=====

Record 4
Here is a 2-piece molecular cluster, C5H11NO overall from the OMol25 dataset. Energies are from the ωB97M-V functional and the def2-TZVPD basis.

Element x y z (Å)
C -1.690 2.135 0.016
C -0.203 1.945 -0.040
C 0.150 0.961 1.040
C 0.821 -0.109 0.510
N 1.218 -1.448 0.915
C 0.734 -2.082 1.959
H -1.765 3.174 0.343
H -2.148 1.314 0.536
H -2.098 2.117 -1.018
H 0.443 2.663 0.261
H -0.041 1.469 -0.942
H -0.150 1.306 2.067
H 1.150 -0.013 -0.510
H 0.945 -3.073 1.865
H 0.086 -1.472 2.645
H 0.647 -3.171 -2.484
H 1.000 -3.093 -3.961
O 0.902 -2.623 -3.202

net charge = 0
relative energy (zero: lowest compared OMol25 entry of this formula, charge and spin) = 100.50 kcal/mol
M = 101.15 g/mol
structure (SMILES) = C=N/C=C/CC.O

=====

Record 5
Here is C11H18Br2Fe2O9 as an isolated structure from the OMol25 dataset. Energies are from the ωB97M-V functional and the def2-TZVPD basis.

Element x y z (Å)
Fe -3.932 13.593 1.595
Fe -1.948 11.546 3.048
C -2.148 14.151 3.330
O -1.879 13.545 2.204
O -3.347 14.651 3.295
O -1.822 13.276 4.258
C -3.598 11.053 1.170
O -3.686 11.978 0.236
O -2.536 10.365 1.377
O -3.988 11.643 2.274
C 0.633 13.461 -0.180
C 1.814 14.378 0.054
O 1.666 15.570 0.178
C 3.177 13.704 0.158
H 0.475 12.909 0.752
H 0.789 12.786 -1.019
H -0.273 14.052 -0.286
H 3.276 13.135 -0.769
H 3.171 13.094 1.058
H 3.935 14.482 0.126
O 0.082 11.098 2.829
C 1.294 11.164 2.698
O 2.024 12.127 3.205
C 1.365 13.185 3.930
C 2.422 14.039 4.585
C 2.044 10.174 1.868
H 0.569 12.853 4.593
H 0.832 13.796 3.192
H 3.235 14.253 3.893
H 2.875 13.505 5.425
H 1.996 14.954 4.988
H 3.034 10.522 1.588
H 1.419 9.982 0.996
H 2.162 9.224 2.389
Br -3.928 11.059 8.572
C -3.262 12.587 7.543
C -4.121 13.015 6.396
Br -5.836 13.683 7.015
H -2.253 12.321 7.240
H -3.197 13.366 8.298
H -4.221 12.198 5.681
H -3.687 13.818 5.805

net charge = 0
relative energy (zero: lowest compared OMol25 entry of this formula, charge and spin) = 0.00 kcal/mol
M = 565.75 g/mol
⟨S²⟩ = 20.02
2S+1 = 9

=====

Record 6
Here is C12H10BN6ORuS4 as an isolated structure from the OMol25 dataset. Energies are from the ωB97M-V functional and the def2-TZVPD basis.

Element x y z (Å)
Ru -0.092 -0.093 0.153
C -0.085 -0.088 4.364
C -0.573 -0.575 3.154
N 0.042 0.041 2.147
N 0.921 0.921 2.670
C 0.857 0.857 4.007
B 1.805 1.806 1.752
N 2.620 0.860 0.846
C 3.939 0.723 0.665
C 4.158 -0.313 -0.225
C 2.885 -0.768 -0.553
N 1.965 -0.051 0.098
N 0.858 2.620 0.847
C 0.721 3.939 0.665
C -0.313 4.157 -0.227
C -0.769 2.884 -0.553
N -0.052 1.964 0.098
H -0.379 -0.383 5.355
H -1.323 -1.325 2.963
H 1.487 1.487 4.611
H 2.514 2.516 2.395
H 4.631 1.363 1.185
H 5.101 -0.684 -0.582
H 2.592 -1.568 -1.214
H 1.361 4.632 1.185
H -0.683 5.100 -0.587
H -1.569 2.590 -1.214
O -4.851 -4.847 -0.729
C -4.028 -4.025 -0.526
S -2.277 -4.403 -0.368
C -1.749 -2.778 -0.140
C -2.778 -1.748 -0.138
S -2.402 -0.169 0.142
S -4.404 -2.275 -0.368
S -0.170 -2.405 0.142

net charge = +1
M = 494.40 g/mol
electronic energy = -2579.4577 a.u.

=====

Record 7
Here is C35H52P4PdS as an isolated structure from the OMol25 dataset. Energies are from the ωB97M-V functional and the def2-TZVPD basis.

Element x y z (Å)
Pd -0.486 -0.144 -2.027
P -1.988 1.420 -1.233
P -2.535 -2.213 0.537
P 1.447 1.218 -2.231
H -1.658 -2.867 -1.834
C -0.634 -2.543 -2.064
C 0.231 -2.083 -1.069
H -0.106 -2.039 -0.021
C -3.422 1.741 -2.310
C -2.678 1.069 0.424
C -1.299 3.086 -0.937
C -2.342 -4.033 0.565
C -3.260 -1.983 2.205
C -4.026 -2.126 -0.566
C 2.849 0.196 -2.809
C 1.969 2.056 -0.700
C 1.439 2.523 -3.532
H -0.200 -2.857 -3.012
H 1.309 -2.049 -1.263
H -3.987 2.594 -1.910
H -4.059 0.853 -2.360
H -3.072 1.972 -3.322
H -3.108 1.995 0.839
H -1.871 0.712 1.094
H -3.465 0.300 0.352
H -2.144 3.779 -0.813
H -0.676 3.404 -1.780
H -0.701 3.073 -0.015
H -3.316 -4.509 0.396
H -1.943 -4.325 1.544
H -1.635 -4.322 -0.221
H -4.217 -2.508 2.293
H -3.411 -0.919 2.416
H -2.552 -2.377 2.943
H -4.703 -2.947 -0.292
H -3.704 -2.251 -1.610
H -4.548 -1.164 -0.477
H 3.425 0.767 -3.550
H 2.494 -0.726 -3.287
H 3.514 -0.046 -1.974
H 3.026 2.353 -0.751
H 1.855 1.386 0.165
H 1.357 2.947 -0.522
H 2.155 2.227 -4.313
H 1.749 3.499 -3.129
H 0.464 2.635 -4.024
C 0.100 -1.237 -5.833
C -0.395 -0.927 -7.128
C 0.175 -1.526 -8.239
C 1.105 -2.552 -8.067
C 1.394 -3.032 -6.785
C 0.882 -2.388 -5.653
S -0.184 -0.037 -4.587
H -0.947 -0.847 -3.551
H -1.182 -0.167 -7.201
H -0.091 -1.182 -9.241
H 1.596 -2.985 -8.935
H 2.047 -3.895 -6.666
H 1.088 -2.740 -4.635
C 1.199 5.022 4.705
C 1.477 4.806 3.349
C 1.305 3.539 2.795
C 0.836 2.464 3.588
C 0.611 2.677 4.959
C 0.767 3.956 5.502
P 0.536 0.883 2.705
C 2.237 0.211 2.549
C 2.538 -0.631 1.454
C 3.825 -1.138 1.288
C 4.820 -0.845 2.232
C 4.522 -0.029 3.325
C 3.244 0.512 3.479
C -0.208 -0.205 3.968
C 0.291 -1.499 4.209
C -0.342 -2.334 5.126
C -1.480 -1.896 5.808
C -1.992 -0.617 5.561
C -1.386 0.214 4.625
H 1.314 6.017 5.133
H 1.823 5.630 2.723
H 1.540 3.375 1.742
H 0.310 1.855 5.607
H 0.543 4.120 6.557
H 1.761 -0.875 0.723
H 4.050 -1.775 0.431
H 5.822 -1.264 2.116
H 5.289 0.188 4.072
H 3.029 1.174 4.319
H 1.185 -1.844 3.688
H 0.058 -3.332 5.311
H -1.967 -2.551 6.528
H -2.868 -0.268 6.107
H -1.811 1.201 4.422

net charge = +4
relative energy (zero: lowest compared OMol25 entry of this formula, charge and spin) = 51.05 kcal/mol
M = 735.18 g/mol
⟨S²⟩ = 6.04
2S+1 = 5

=====

Record 8
Here is C42H98BF4N6O16Ti as an isolated structure from the OMol25 dataset. Energies are from the ωB97M-V functional and the def2-TZVPD basis.

Element x y z (Å)
Ti -2.187 -1.603 12.070
C 1.948 -1.073 12.744
C 0.574 -0.830 12.419
C -0.321 0.309 13.281
O -1.528 0.332 13.052
C 0.438 1.065 14.219
C 1.792 0.887 14.344
C 2.541 -0.195 13.621
O 3.762 -0.528 13.855
O 2.275 1.576 15.310
O -0.022 -1.438 11.561
H 2.464 -1.940 12.359
H -0.146 1.811 14.739
C 0.415 7.461 9.329
O 0.609 6.047 9.090
C 1.620 5.881 8.193
C 2.416 4.642 8.657
N 2.720 4.650 10.173
H 3.323 5.437 10.369
H 1.911 4.772 10.764
C 3.448 3.392 10.770
C 3.532 3.585 12.264
O 2.209 3.651 12.760
C 2.086 4.408 13.965
H 0.139 7.990 8.417
H 1.286 7.952 9.764
H -0.354 7.549 10.096
H 2.271 6.751 8.112
H 1.105 5.733 7.243
H 3.428 4.512 8.272
H 1.761 3.774 8.583
H 4.418 3.357 10.274
H 2.887 2.501 10.485
H 4.208 4.395 12.536
H 3.993 2.704 12.711
H 1.121 4.246 14.444
H 2.089 5.446 13.633
H 2.868 4.251 14.708
C 5.561 -2.558 16.618
O 5.411 -1.337 17.340
C 4.028 -0.943 17.567
C 4.055 0.448 18.272
N 4.223 1.661 17.325
H 3.374 1.744 16.784
H 4.309 2.583 17.728
C 5.409 1.659 16.367
C 5.694 3.048 15.781
O 5.548 4.106 16.739
C 6.682 4.324 17.509
H 6.618 -2.643 16.368
H 5.084 -2.399 15.650
H 5.217 -3.426 17.181
H 3.621 -1.650 18.291
H 3.359 -0.945 16.707
H 4.882 0.602 18.965
H 3.166 0.820 18.781
H 6.159 1.319 17.080
H 5.223 0.933 15.576
H 5.109 3.411 14.937
H 6.667 2.944 15.299
H 6.527 5.138 18.217
H 7.328 4.827 16.790
H 6.951 3.373 17.969
C 10.229 -3.028 12.947
O 8.901 -2.506 12.851
C 8.757 -1.204 13.274
C 7.335 -0.799 12.916
N 6.916 -1.031 11.472
H 7.175 -0.250 10.887
H 7.320 -1.852 11.044
C 5.431 -1.341 11.262
C 5.248 -2.309 10.127
O 5.914 -1.818 8.999
C 5.782 -2.593 7.802
H 10.940 -2.320 12.522
H 10.192 -3.982 12.422
H 10.449 -3.303 13.979
H 9.416 -0.581 12.669
H 8.965 -1.215 14.344
H 7.298 0.290 12.928
H 6.538 -1.219 13.531
H 4.820 -0.447 11.135
H 5.116 -1.820 12.189
H 4.242 -2.716 10.024
H 5.805 -3.213 10.376
H 6.049 -2.050 6.896
H 4.717 -2.798 7.691
H 6.141 -3.620 7.735
C 3.584 -1.564 21.378
O 2.648 -0.961 20.550
C 1.514 -0.465 21.203
C 0.614 0.259 20.150
N 0.347 -0.777 19.111
H 1.305 -1.016 18.901
H -0.132 -1.600 19.449
C -0.253 -0.267 17.796
C -0.211 -1.347 16.702
O 1.099 -1.785 16.677
C 1.324 -2.853 15.679
H 4.469 -1.751 20.770
H 3.223 -2.550 21.669
H 3.771 -0.871 22.199
H 1.864 0.294 21.903
H 0.882 -1.300 21.506
H 1.097 1.109 19.669
H -0.348 0.516 20.593
H 0.372 0.565 17.472
H -1.268 0.106 17.937
H -0.529 -0.998 15.720
H -0.790 -2.197 17.064
H 0.657 -3.714 15.636
H 2.321 -3.293 15.692
H 1.162 -2.479 14.668
C -0.662 1.261 8.940
O -0.875 1.728 10.249
C -0.961 3.178 10.225
C -1.323 3.758 11.595
N -2.397 2.930 12.316
H -3.209 2.843 11.722
H -1.926 2.055 12.499
C -2.813 3.455 13.735
C -4.133 2.698 14.194
O -4.942 3.456 15.250
C -4.126 3.830 16.419
H 0.249 0.672 8.824
H -0.514 2.003 8.156
H -1.449 0.544 8.706
H -1.615 3.517 9.421
H 0.017 3.593 9.982
H -1.648 4.790 11.462
H -0.491 3.835 12.295
H -3.047 4.502 13.542
H -1.978 3.534 14.432
H -3.964 1.643 14.407
H -4.737 2.744 13.288
H -3.667 2.952 16.873
H -4.639 4.349 17.229
H -3.267 4.495 16.332
C 2.125 -1.350 6.995
O 1.894 -2.370 7.965
C 0.516 -2.812 8.098
C 0.452 -3.947 9.141
N 1.197 -3.559 10.419
H 2.169 -3.312 10.302
H 0.711 -2.744 10.765
C 1.021 -4.568 11.542
C 2.250 -5.424 11.732
O 3.429 -4.621 11.728
C 4.646 -5.384 11.742
H 3.164 -1.023 7.027
H 1.607 -0.436 7.285
H 1.961 -1.726 5.985
H 0.340 -3.175 7.086
H -0.127 -1.945 8.251
H 0.972 -4.780 8.667
H -0.536 -4.324 9.405
H 0.135 -5.192 11.423
H 0.816 -3.957 12.421
H 2.355 -6.080 10.868
H 2.232 -5.900 12.712
H 5.028 -5.767 10.796
H 4.720 -6.295 12.335
H 5.487 -4.783 12.087
B -2.605 -3.459 14.093
F -2.654 -2.124 14.319
F -3.518 -3.827 13.062
F -1.362 -3.788 13.626
F -2.922 -4.163 15.246

net charge = +3
M = 1077.94 g/mol
⟨S²⟩ = 6.02
electronic energy = -4464.0967 a.u.
2S+1 = 5

=====

| no. | maximum force (eV Å⁻¹) |
| --- | --- |
| 1 | 1.1 |
| 2 | 6.6 |
| 3 | 4.9 |
| 4 | 6.4 |
| 5 | 9.0 |
| 6 | 0.3 |
| 7 | 4.4 |
| 8 | 7.3 |